# C32H60F8O6P

2 unconnected molecules or ions with the total composition C32H60F8O6P (ωB97M-V with the def2-TZVPD basis set, OMol25).

Last columns: bonded neighbours and bond lengths (Å).
Atoms and positions in Å:
1 C -5.270 0.702 5.271  C2 1.533, H34 1.100, H35 1.098, H36 1.091
2 C -5.031 1.353 3.903  C1 1.533, C3 1.544, H37 1.101, H38 1.101
3 C -3.543 1.551 3.540  C2 1.544, C4 1.546, H39 1.101, H40 1.101
4 C -3.320 2.762 2.606  C3 1.546, C5 1.539, H41 1.101, H42 1.103
5 C -2.287 2.548 1.486  C4 1.539, C6 1.539, H43 1.100, H44 1.103
6 C -2.072 3.831 0.664  C5 1.539, C7 1.541, H45 1.103, H46 1.103
7 C -0.722 3.990 -0.062  C6 1.541, C8 1.547, H47 1.101, H48 1.100
8 C -0.423 2.935 -1.153  C7 1.547, C9 1.539, H49 1.102, H50 1.101
9 C 0.942 2.241 -0.996  C8 1.539, C10 1.535, H51 1.103, H52 1.103
10 C 1.397 1.412 -2.204  C9 1.535, C11 1.541, H53 1.097, H54 1.100
11 C 2.913 1.144 -2.274  C10 1.541, P12 1.902, H55 1.099, H56 1.104
12 P 3.644 1.004 -4.024  C11 1.902, C13 1.918, O20 1.794, O33 1.779, H57 1.456, H58 1.460
13 C 2.966 2.729 -4.518  P12 1.918, C14 1.505, H59 1.105, H60 1.103
14 C 1.882 2.699 -5.563  C13 1.505, O15 1.476, H61 1.097, H62 1.093
15 O 1.861 3.880 -6.448  C14 1.476, C16 1.314
16 C 1.574 5.030 -5.882  O15 1.314, O17 1.152, C18 1.510
17 O 0.629 5.252 -5.261  C16 1.152
18 C 2.653 6.036 -6.203  C16 1.510, C19 1.538, H63 1.095, H64 1.102
19 C 2.317 7.498 -5.865  C18 1.538, H65 1.096, H66 1.097, H67 1.098
20 O 4.282 -0.661 -3.828  P12 1.794, C21 1.400
21 C 3.781 -1.460 -4.864  O20 1.400, C22 1.513, H68 1.111, H69 1.101
22 C 2.293 -1.188 -4.902  C21 1.513, C23 1.535, O33 1.412, H70 1.106
23 C 1.498 -2.056 -3.916  C22 1.535, C24 1.532, H71 1.101, H72 1.107
24 C 2.041 -2.186 -2.490  C23 1.532, C25 1.552, H73 1.093, H74 1.102
25 C 3.283 -3.108 -2.355  C24 1.552, C26 1.535, H75 1.104, H76 1.096
26 C 4.503 -2.461 -1.684  C25 1.535, C27 1.532, H77 1.104, H78 1.096
27 C 4.469 -2.384 -0.154  C26 1.532, C28 1.544, H79 1.102, H80 1.102
28 C 5.862 -2.328 0.507  C27 1.544, C29 1.534, H81 1.101, H82 1.097
29 C 6.007 -1.240 1.577  C28 1.534, C30 1.524, H83 1.101, H84 1.099
30 C 5.011 -1.358 2.724  C29 1.524, O31 1.419, H85 1.104, H86 1.102
31 O 4.814 -2.724 3.052  C30 1.419, C32 1.398
32 C 3.722 -2.930 3.901  O31 1.398, H87 1.105, H88 1.103, H89 1.098
33 O 2.174 0.185 -4.600  P12 1.779, C22 1.412
34 H -6.338 0.705 5.532  C1 1.100
35 H -4.725 1.234 6.062  C1 1.098
36 H -4.942 -0.339 5.264  C1 1.091
37 H -5.526 2.336 3.879  C2 1.101
38 H -5.523 0.744 3.130  C2 1.101
39 H -3.145 0.644 3.060  C3 1.101
40 H -2.966 1.680 4.469  C3 1.101
41 H -3.002 3.643 3.185  C4 1.101
42 H -4.289 3.023 2.148  C4 1.103
43 H -2.642 1.735 0.834  C5 1.100
44 H -1.330 2.210 1.919  C5 1.103
45 H -2.879 3.902 -0.084  C6 1.103
46 H -2.205 4.695 1.336  C6 1.103
47 H 0.081 3.965 0.690  C7 1.101
48 H -0.687 4.993 -0.514  C7 1.100
49 H -0.420 3.399 -2.153  C8 1.102
50 H -1.239 2.196 -1.165  C8 1.101
51 H 0.920 1.594 -0.102  C9 1.103
52 H 1.686 3.035 -0.820  C9 1.103
53 H 0.822 0.478 -2.209  C10 1.097
54 H 1.100 1.934 -3.126  C10 1.100
55 H 3.196 0.255 -1.693  C11 1.099
56 H 3.448 1.994 -1.814  C11 1.104
57 H 4.896 1.568 -3.539  P12 1.456
58 H 4.181 0.938 -5.380  P12 1.460
59 H 3.859 3.227 -4.937  C13 1.105
60 H 2.636 3.309 -3.640  C13 1.103
61 H 0.875 2.617 -5.136  C14 1.097
62 H 2.034 1.865 -6.252  C14 1.093
63 H 2.895 5.902 -7.263  C18 1.095
64 H 3.542 5.670 -5.664  C18 1.102
65 H 1.363 7.536 -5.328  C19 1.096
66 H 2.232 8.112 -6.770  C19 1.097
67 H 3.090 7.946 -5.227  C19 1.098
68 H 4.215 -1.150 -5.839  C21 1.111
69 H 4.028 -2.522 -4.709  C21 1.101
70 H 1.879 -1.373 -5.911  C22 1.106
71 H 0.481 -1.635 -3.899  C23 1.101
72 H 1.414 -3.072 -4.348  C23 1.107
73 H 2.263 -1.193 -2.090  C24 1.093
74 H 1.234 -2.593 -1.858  C24 1.102
75 H 2.996 -4.001 -1.772  C25 1.104
76 H 3.583 -3.477 -3.342  C25 1.096
77 H 5.414 -3.010 -1.980  C26 1.104
78 H 4.612 -1.457 -2.108  C26 1.096
79 H 3.906 -1.483 0.141  C27 1.102
80 H 3.912 -3.247 0.244  C27 1.102
81 H 6.618 -2.150 -0.275  C28 1.101
82 H 6.108 -3.293 0.968  C28 1.097
83 H 7.028 -1.261 1.990  C29 1.101
84 H 5.879 -0.253 1.111  C29 1.099
85 H 5.397 -0.830 3.614  C30 1.104
86 H 4.043 -0.901 2.466  C30 1.102
87 H 3.726 -2.206 4.736  C32 1.105
88 H 2.771 -2.831 3.350  C32 1.103
89 H 3.809 -3.948 4.303  C32 1.098
90 C -8.037 -5.700 4.891  C91 1.519, O97 1.380, H104 1.088, H105 1.092
91 C -7.940 -5.660 6.406  C90 1.519, C92 1.527, F95 1.348, F96 1.372
92 C -8.461 -4.416 7.121  C91 1.527, F93 1.357, F94 1.353, H106 1.094
93 F -7.722 -3.336 6.762  C92 1.357
94 F -8.338 -4.623 8.453  C92 1.353
95 F -6.689 -5.934 6.827  C91 1.348
96 F -8.776 -6.657 6.841  C91 1.372
97 O -6.871 -5.402 4.215  C90 1.380, C98 1.339
98 C -6.584 -4.151 3.836  O97 1.339, C99 1.530, F102 1.347, F103 1.355
99 C -5.274 -3.680 4.472  C98 1.530, F100 1.356, F101 1.351, H107 1.087
100 F -5.385 -3.720 5.823  C99 1.356
101 F -5.062 -2.405 4.078  C99 1.351
102 F -7.582 -3.281 4.083  C98 1.347
103 F -6.356 -4.157 2.501  C98 1.355
104 H -8.224 -6.748 4.667  C90 1.088
105 H -8.891 -5.119 4.535  C90 1.092
106 H -9.514 -4.251 6.878  C92 1.094
107 H -4.456 -4.317 4.146  C99 1.087

Values from the calculation:
Max |F|   5.38 eV Å⁻¹
Highest occupied orbital energy   -0.167 Ha
Total charge   -1
E   -2846.99508 Eh
Orbital gap   6.109 eV


# C32H60FN3O10S2

4 unconnected molecules or ions with the total composition C32H60FN3O10S2 (ωB97M-V with the def2-TZVPD basis set, OMol25).

Last columns: bonded neighbours and bond lengths (Å).
Atoms and positions in Å:
1 C 5.941 -2.601 -0.727  C2 1.516, H31 1.083, H32 1.081, H33 1.075
2 C 6.584 -1.552 -1.612  C1 1.516, N3 1.470, H34 1.082, H35 1.082
3 N 5.611 -0.673 -2.276  C2 1.470, C4 1.481, C6 1.373
4 C 6.223 0.646 -2.553  N3 1.481, C5 1.519, H36 1.084, H37 1.078
5 C 6.084 1.596 -1.375  C4 1.519, H38 1.080, H39 1.080, H40 1.082
6 C 5.004 -1.228 -3.376  N3 1.373, S7 1.628, S8 1.766
7 S 5.209 -2.727 -3.976  C6 1.628
8 S 3.828 -0.227 -4.232  C6 1.766, C9 1.808
9 C 3.292 0.997 -3.013  S8 1.808, C10 1.528, H41 1.083, H42 1.082
10 C 1.824 1.364 -3.218  C9 1.528, C11 1.526, H43 1.082, H44 1.084
11 C 0.846 0.193 -3.165  C10 1.526, C12 1.536, H45 1.075, H46 1.081
12 C 0.663 -0.467 -1.790  C11 1.536, C13 1.467, C15 1.530, C22 1.574
13 C 1.803 -1.353 -1.529  C12 1.467, N14 1.157
14 N 2.760 -1.979 -1.353  C13 1.157
15 C 0.655 0.619 -0.713  C12 1.530, C16 1.508, H47 1.079, H48 1.082
16 C 0.380 0.153 0.695  C15 1.508, O17 1.201, O18 1.406
17 O 0.916 -0.761 1.261  C16 1.201
18 O -0.608 0.916 1.343  C16 1.406, C19 1.381
19 C -0.340 2.270 1.388  O18 1.381, C20 1.496, O21 1.223
20 C 1.068 2.699 1.656  C19 1.496, H49 1.078, H50 1.079, H51 1.083
21 O -1.257 3.069 1.252  C19 1.223
22 C -0.630 -1.365 -1.791  C12 1.574, C23 1.458, C25 1.528, C28 1.560
23 C -0.557 -2.421 -0.789  C22 1.458, N24 1.170
24 N -0.414 -3.223 0.050  C23 1.170
25 C -1.897 -0.553 -1.529  C22 1.528, O26 1.410, H52 1.084, H53 1.080
26 O -3.005 -1.398 -1.316  C25 1.410, C27 1.416
27 C -3.429 -1.422 0.035  O26 1.416, H54 1.078, H55 1.085, H56 1.086
28 C -0.770 -2.110 -3.153  C22 1.560, C29 1.512, F30 1.375, H57 1.082
29 C -1.475 -3.446 -3.090  C28 1.512, H58 1.078, H59 1.083, H60 1.078
30 F -1.436 -1.306 -4.048  C28 1.375
31 H 6.721 -3.287 -0.420  C1 1.083
32 H 5.582 -2.121 0.172  C1 1.081
33 H 5.173 -3.160 -1.230  C1 1.075
34 H 7.297 -1.972 -2.310  C2 1.082
35 H 7.159 -0.919 -0.949  C2 1.082
36 H 7.285 0.500 -2.715  C4 1.084
37 H 5.816 1.113 -3.435  C4 1.078
38 H 6.802 2.397 -1.468  C5 1.080
39 H 5.078 1.977 -1.272  C5 1.080
40 H 6.349 1.067 -0.468  C5 1.082
41 H 3.447 0.670 -1.992  C9 1.083
42 H 3.876 1.895 -3.163  C9 1.082
43 H 1.570 2.173 -2.546  C10 1.082
44 H 1.747 1.775 -4.218  C10 1.084
45 H 1.165 -0.518 -3.906  C11 1.075
46 H -0.114 0.567 -3.492  C11 1.081
47 H 1.605 1.130 -0.673  C15 1.079
48 H -0.090 1.352 -0.994  C15 1.082
49 H 1.116 3.197 2.611  C20 1.078
50 H 1.378 3.417 0.913  C20 1.079
51 H 1.798 1.899 1.660  C20 1.083
52 H -1.803 0.101 -0.670  C25 1.084
53 H -2.137 0.081 -2.370  C25 1.080
54 H -4.155 -2.216 0.112  C27 1.078
55 H -3.850 -0.477 0.363  C27 1.085
56 H -2.618 -1.693 0.704  C27 1.086
57 H 0.212 -2.313 -3.558  C28 1.082
58 H -2.386 -3.404 -2.516  C29 1.078
59 H -1.754 -3.671 -4.112  C29 1.083
60 H -0.800 -4.224 -2.773  C29 1.078
61 C -5.631 -4.561 1.683  O62 1.416, H67 1.089, H68 1.092, H69 1.096
62 O -6.442 -4.141 0.601  C61 1.416, C63 1.419
63 C -6.218 -4.882 -0.589  O62 1.419, C64 1.512, H70 1.094, H71 1.095
64 C -7.291 -5.924 -0.811  C63 1.512, O65 1.419, H72 1.094, H73 1.094
65 O -7.255 -6.938 0.180  C64 1.419, C66 1.416
66 C -8.243 -6.777 1.182  O65 1.416, H74 1.095, H75 1.092, H76 1.089
67 H -6.013 -4.093 2.589  C61 1.089
68 H -5.651 -5.645 1.812  C61 1.092
69 H -4.596 -4.236 1.529  C61 1.096
70 H -5.231 -5.354 -0.569  C63 1.094
71 H -6.236 -4.173 -1.422  C63 1.095
72 H -7.117 -6.408 -1.777  C64 1.094
73 H -8.277 -5.450 -0.843  C64 1.094
74 H -9.233 -7.032 0.788  C66 1.095
75 H -8.260 -5.757 1.572  C66 1.092
76 H -8.002 -7.461 1.994  C66 1.089
77 C 4.181 7.606 1.878  O78 1.417, H83 1.088, H84 1.093, H85 1.095
78 O 5.362 6.824 1.889  C77 1.417, C79 1.417
79 C 5.180 5.536 2.451  O78 1.417, C80 1.512, H86 1.094, H87 1.094
80 C 5.063 4.471 1.383  C79 1.512, O81 1.422, H88 1.095, H89 1.094
81 O 3.879 4.629 0.610  C80 1.422, C82 1.418
82 C 4.115 5.235 -0.649  O81 1.418, H90 1.096, H91 1.092, H92 1.089
83 H 4.364 8.473 1.247  C77 1.088
84 H 3.331 7.049 1.475  C77 1.093
85 H 3.940 7.951 2.889  C77 1.095
86 H 4.302 5.518 3.103  C79 1.094
87 H 6.060 5.321 3.064  C79 1.094
88 H 5.007 3.491 1.866  C80 1.095
89 H 5.946 4.480 0.738  C80 1.094
90 H 4.607 4.529 -1.328  C82 1.096
91 H 4.728 6.133 -0.555  C82 1.092
92 H 3.149 5.512 -1.069  C82 1.089
93 C -4.173 1.811 1.975  O94 1.419, H99 1.089, H100 1.091, H101 1.094
94 O -4.726 0.606 2.479  C93 1.419, C95 1.420
95 C -3.795 -0.164 3.225  O94 1.420, C96 1.512, H102 1.094, H103 1.096
96 C -3.997 0.000 4.715  C95 1.512, O97 1.419, H104 1.094, H105 1.094
97 O -3.699 1.319 5.144  C96 1.419, C98 1.416
98 C -4.852 2.116 5.347  O97 1.416, H106 1.095, H107 1.092, H108 1.089
99 H -4.991 2.425 1.603  C93 1.089
100 H -3.637 2.367 2.747  C93 1.091
101 H -3.488 1.598 1.150  C93 1.094
102 H -2.769 0.099 2.951  C95 1.094
103 H -3.957 -1.215 2.962  C95 1.096
104 H -3.314 -0.675 5.240  C96 1.094
105 H -5.020 -0.273 4.990  C96 1.094
106 H -5.374 1.809 6.260  C98 1.095
107 H -5.538 2.055 4.499  C98 1.092
108 H -4.523 3.147 5.460  C98 1.089

Values from the calculation:
Max |F|   3.35 eV Å⁻¹
Highest occupied orbital energy   -0.305 Ha
E   -3068.02079 Eh
Orbital gap   8.372 eV